Density functional theory data (ωB97M-V with the def2-TZVPD basis set) for a 2-piece molecular cluster, CHF2N2O3 overall.

The geometry in XYZ format:
```
9
Properties=species:S:1:pos:R:3
F -2.046 0.787 0.456
F -2.365 -1.111 -0.358
O -0.492 -0.833 0.800
O 1.473 -0.159 -1.185
O 2.739 0.898 0.263
N 1.724 0.227 -0.036
N 1.054 0.166 1.029
C -1.321 -0.236 -0.080
H -0.766 0.260 -0.889
```

Calculated values
- Kohn-Sham gap: 9.92 eV
- E_LUMO: 4.23 eV
- Charge: -1

***

Density functional theory data (ωB97M-V with the def2-TZVPD basis set) for a 2-piece molecular cluster, ClHN2O overall.

The geometry in XYZ format:
```
5
Properties=species:S:1:pos:R:3
Cl -1.494 -1.304 -0.013
O 0.410 2.083 -0.035
N 0.418 0.968 0.009
N 0.608 -0.115 0.059
H 0.059 -1.633 -0.020
```

Calculated values
- Kohn-Sham gap: 10.97 eV
- E_LUMO: 0.58 eV
- SMILES: N#[N+][O-].Cl

***

Density functional theory data (ωB97M-V with the def2-TZVPD basis set) for a 12-piece molecular cluster, C50H90N2O16 overall.

The geometry in XYZ format:
```
158
Properties=species:S:1:pos:R:3
O -8.610 -31.434 20.459
O -4.235 -30.023 28.090
O -5.594 -23.686 26.323
O -0.958 -28.783 16.900
O -6.925 -26.876 29.842
O -10.096 -34.516 24.812
O -7.041 -27.443 24.863
O -5.580 -23.603 24.163
O -10.602 -33.628 19.331
O -4.008 -27.828 23.925
O -0.459 -28.705 19.775
O -9.520 -25.694 21.713
O -11.812 -25.175 23.183
O -4.714 -32.514 29.830
O -6.730 -25.234 28.442
O -8.027 -32.612 26.198
N -6.157 -23.465 25.235
N -6.266 -26.062 29.209
C -0.533 -23.884 21.338
C -1.588 -29.364 19.222
C -7.905 -30.396 21.128
C -7.984 -27.883 25.772
C -8.559 -33.855 26.631
C -4.786 -28.505 22.943
C -13.260 -25.096 23.300
C -5.259 -33.695 22.487
C -10.217 -24.665 26.938
C -11.299 -29.492 27.286
C -9.750 -30.805 28.589
C -4.876 -33.904 30.004
C -5.271 -35.072 22.540
C -9.791 -24.569 28.249
C -4.724 -26.774 24.575
C -10.735 -35.562 24.015
C -0.123 -29.175 15.808
C -11.950 -22.992 27.353
C -4.511 -32.950 23.353
C -11.428 -34.044 20.388
C -10.710 -28.337 27.788
C -5.848 -27.148 25.498
C -0.698 -28.031 20.988
C -10.514 -32.246 19.079
C -5.727 -31.945 28.973
C 0.355 -24.541 22.157
C -1.906 -23.952 21.630
C -11.372 -26.522 23.008
C -7.622 -23.337 25.309
C -4.048 -30.473 26.758
C -10.469 -23.724 29.129
C -2.306 -24.763 22.602
C -10.768 -30.697 27.598
C -9.771 -28.354 28.819
C -9.873 -26.493 22.858
C -11.272 -23.820 26.507
C -0.076 -25.464 23.124
C -8.883 -34.857 25.479
C -5.506 -30.444 28.664
C -8.200 -25.176 21.718
C -11.527 -22.904 28.678
C -9.283 -29.643 29.226
C -4.833 -26.093 29.399
C -3.637 -35.002 24.323
C -8.679 -31.924 25.184
C -1.208 -29.818 17.869
C -4.487 -35.746 23.505
C -1.469 -25.613 23.338
C -10.020 -31.301 20.214
C -3.776 -33.619 24.331
H -0.049 -28.413 15.031
H -5.562 -29.955 29.637
H 0.225 -28.054 21.566
H -5.910 -35.707 21.945
H -8.268 -27.126 26.504
H -8.524 -29.835 21.829
H -4.313 -36.810 23.444
H -4.095 -34.263 30.675
H -11.682 -35.248 23.576
H -1.900 -26.350 24.000
H -8.134 -24.565 20.818
H -6.697 -32.106 29.442
H -7.953 -24.518 22.551
H -10.163 -23.578 30.154
H -6.399 -30.089 28.150
H -13.541 -25.857 24.028
H -8.019 -34.935 24.818
H -3.055 -30.234 26.378
H -0.325 -30.419 18.083
H -5.823 -32.469 28.022
H -7.893 -34.251 27.398
H -11.705 -27.091 23.876
H -9.502 -27.515 22.776
H -12.455 -34.038 20.023
H -4.491 -26.698 30.239
H -2.530 -28.829 19.343
H -9.717 -31.792 25.490
H -8.135 -23.961 24.578
H 0.593 -26.062 23.726
H -9.384 -26.072 23.736
H -4.172 -29.281 22.487
H -11.168 -31.554 27.076
H -4.010 -26.047 24.961
H -11.795 -27.010 22.130
H -4.464 -26.390 28.417
H -4.076 -31.558 26.863
H -3.025 -35.435 25.101
H -3.380 -24.686 22.689
H -6.990 -30.838 21.523
H -1.963 -30.500 17.480
H -9.539 -33.611 27.042
H -10.209 -30.283 19.873
H -11.301 -33.574 21.363
H -9.370 -27.458 29.270
H -5.859 -34.219 30.355
H -5.996 -26.357 26.233
H -9.048 -35.817 25.968
H -8.741 -32.482 24.250
H -5.771 -28.871 23.231
H -3.149 -32.934 24.883
H -11.063 -27.368 27.470
H -12.034 -22.243 29.365
H -7.701 -29.636 20.374
H -7.432 -25.945 21.646
H -12.758 -22.452 26.883
H -11.535 -31.971 18.815
H 0.914 -29.438 16.015
H -11.573 -23.886 25.472
H -0.048 -23.238 20.621
H -4.478 -31.871 23.383
H -10.009 -32.112 18.123
H -7.850 -22.287 25.127
H -13.623 -24.105 23.571
H -4.833 -34.499 29.092
H -2.603 -23.343 21.074
H -11.017 -36.412 24.636
H -8.130 -31.023 24.911
H -0.426 -30.110 15.336
H -10.101 -35.813 23.165
H -12.104 -29.381 26.574
H -9.747 -25.328 26.226
H -9.009 -25.254 28.541
H -7.581 -28.718 26.345
H -4.533 -25.072 29.636
H -8.016 -23.547 26.304
H -5.251 -26.186 23.824
H -11.150 -35.097 20.439
H -8.492 -29.722 29.957
H -5.393 -27.978 26.038
H -1.664 -28.319 21.402
H 1.419 -24.383 22.066
H -0.832 -27.004 20.645
H -4.764 -30.132 26.010
H -5.941 -33.256 21.774
H -4.947 -27.742 22.181
H -1.688 -30.257 19.839
H -10.529 -31.502 21.157
H -8.854 -28.243 25.223
H -9.232 -31.711 28.866
H -13.602 -25.529 22.360
```

Calculated values
- Kohn-Sham gap (spin up / spin down): 7.93 / 1.91 eV
- E_LUMO (spin up / spin down): -2.55 / -8.57 eV
- 2S+1: 2
- Expectation value of S²: 0.75
- Charge: +1

***

Density functional theory data (ωB97M-V with the def2-TZVPD basis set) for C28H22Cl2IN2OPV as an isolated structure.

The geometry in XYZ format:
```
58
Properties=species:S:1:pos:R:3
I 2.222 -1.165 3.498
V 0.765 -1.174 1.206
Cl -0.056 -5.452 -0.767
Cl -5.230 -4.109 -0.302
P 0.797 0.779 -0.238
O 0.373 -2.596 0.363
N 2.660 -1.331 0.198
N -1.367 -0.990 1.065
C -1.870 -2.149 0.549
C 1.268 0.357 -2.900
C -2.247 -0.070 1.474
C 5.285 1.342 0.261
C -4.128 -1.426 0.840
C 3.128 2.337 -0.139
C -1.360 4.212 1.800
C 0.195 2.387 1.874
C -0.084 2.112 0.527
C 4.719 0.069 0.327
C -0.449 -0.210 -4.480
C 0.172 -1.345 3.123
C 0.301 0.388 -1.889
C -1.240 -4.321 -0.323
C -3.238 -2.423 0.416
C 4.499 2.465 0.025
C -1.043 0.104 -2.173
C -1.411 -0.188 -3.472
C -0.450 3.431 2.511
C -3.582 -3.710 -0.115
C -1.622 3.955 0.461
C -2.618 -4.622 -0.463
C 2.551 1.068 -0.074
C 0.882 0.060 -4.199
C -3.623 -0.252 1.365
C 3.357 -0.044 0.155
C -0.916 -3.087 0.174
C -0.990 2.900 -0.185
H -1.195 2.708 -1.230
H -1.854 5.039 2.293
H 6.353 1.452 0.393
H 0.947 1.821 2.420
H -1.797 0.135 -1.395
H 5.342 -0.801 0.494
H 2.514 3.213 -0.306
H -2.901 -5.590 -0.854
H -2.312 4.582 -0.087
H 2.459 -1.638 -0.757
H -4.280 0.532 1.712
H -0.397 -0.534 3.566
H -0.233 3.655 3.547
H -0.196 -2.341 3.364
H -0.745 -0.432 -5.497
H -5.197 -1.584 0.766
H 2.304 0.592 -2.689
H -1.846 0.841 1.899
H 1.619 0.052 -4.990
H 3.252 -2.059 0.596
H 4.959 3.442 -0.027
H -2.447 -0.390 -3.710
```

Calculated values
- Kohn-Sham gap: 6.15 eV
- E_LUMO: -11.03 eV
- Charge: +3

***

Density functional theory data (ωB97M-V with the def2-TZVPD basis set) for a 2-piece molecular cluster, C5H14N3 overall.

The geometry in XYZ format:
```
22
Properties=species:S:1:pos:R:3
N 0.888 1.091 -1.076
N 0.513 -2.481 -1.148
N 0.025 0.114 0.946
C -1.439 0.201 0.871
C -0.092 -1.379 -1.443
C -0.113 2.157 -1.292
C 0.460 -0.543 2.199
C 0.795 0.080 -0.210
H -1.678 0.110 -0.115
H -0.876 1.933 -2.091
H 1.512 -0.780 2.079
H 0.243 0.230 3.043
H 1.492 0.996 -1.862
H 1.763 -0.577 -0.192
H -1.836 -0.721 1.294
H -1.906 1.069 1.462
H 0.159 3.203 -1.579
H -0.723 2.320 -0.477
H -0.029 -1.545 2.275
H 0.629 -3.242 -1.883
H 1.227 -2.543 -0.408
H -0.679 -1.465 -2.306
```

Calculated values
- Kohn-Sham gap: 9.28 eV
- E_LUMO: -3.56 eV
- Charge: +1

***

Density functional theory data (ωB97M-V with the def2-TZVPD basis set) for a 2-piece molecular cluster, C4H9N2O2 overall.

The geometry in XYZ format:
```
17
Properties=species:S:1:pos:R:3
O 3.147 0.146 1.291
O 4.404 -0.086 -0.586
N 3.240 -0.040 0.013
N 2.326 -0.176 -0.828
C -0.600 0.439 -0.327
C -0.102 1.959 -0.330
C 0.301 -1.930 0.232
C 0.328 -0.454 0.382
H -0.874 2.705 -0.718
H 0.799 1.975 -0.875
H -0.453 -2.332 1.020
H -0.500 0.014 -1.256
H 0.788 -0.060 1.315
H 0.019 -2.202 -0.776
H 1.366 -2.301 0.286
H 0.153 2.154 0.722
H -1.611 0.323 0.099
```

Calculated values
- Kohn-Sham gap (spin up / spin down): 7.62 / 7.12 eV
- E_LUMO (spin up / spin down): 3.88 / 3.94 eV
- Charge: -1

***

| no. | E (hartree) |
| --- | --- |
| 1 | -573.5461 |
| 2 | -645.4078 |
| 3 | -3271.5880 |
| 4 | -3767.4136 |
| 5 | -362.8052 |
| 6 | -417.6127 |